P.
Here is one molecule with the formula C2H6N2S from OMol25. Energies are from ωB97M-V/def2-TZVPD.

Values from the calculation:
2S+1   1
Orbital gap   9.59 eV
HOMO energy   -8.723 eV
Charge   0
SMILES   CN(N)C=S

XYZ file:
```
11
Properties=species:S:1:pos:R:3:lowdin_charge:R:1
C 1.1709 -0.6652 0.0075 -0.093
C -0.4721 0.9847 0.8129 -0.742
H 1.6901 -0.7850 -0.9685 0.102
H 1.8724 -0.2073 0.6880 0.087
H 0.9212 -1.6777 0.2994 0.090
H -1.5974 -0.6926 -0.6450 0.077
H -1.1506 0.6080 -1.4851 0.074
H 0.2881 1.1574 1.5717 0.068
N 0.0340 0.1070 -0.0798 -0.357
N -0.7756 -0.2936 -1.1459 0.044
S -1.9809 1.4642 0.9449 0.648
```

Q.
Here is one molecule with the formula C2H6N2S from OMol25. Energies are from ωB97M-V/def2-TZVPD.

Values from the calculation:
2S+1   1
Orbital gap   10.37 eV
HOMO energy   -9.688 eV
Charge   0
SMILES   [H]/N=C(/C)NS

XYZ file:
```
11
Properties=species:S:1:pos:R:3:lowdin_charge:R:1
C -0.5183 -0.3131 1.2575 -0.089
C -0.4921 -0.1983 -0.1792 -0.618
H -0.9489 0.6432 1.7046 0.115
H 0.4996 -0.4233 1.6421 0.048
H -1.1532 -1.2053 1.4849 0.094
H -1.1355 -0.5520 -1.8625 0.028
H 0.0868 1.2724 -1.4284 0.117
H 2.5607 -0.0923 -0.9560 -0.142
N -1.3925 -0.7775 -0.9137 0.132
N 0.4319 0.7534 -0.5702 -0.445
S 2.0614 0.8927 -0.1789 0.760
```

R.
Here is a 2-piece molecular cluster, C2H6N2S overall from OMol25. Energies are from ωB97M-V/def2-TZVPD.

Values from the calculation:
2S+1   1
Orbital gap   7.55 eV
HOMO energy   -8.718 eV
Charge   0

XYZ file:
```
11
Properties=species:S:1:pos:R:3:lowdin_charge:R:1
C -0.4375 -0.6826 -0.8501 -0.533
C -0.6984 0.3432 0.5052 -0.643
H 1.1721 -1.3840 0.1781 0.002
H 0.9938 -2.2191 -1.1618 0.133
H -1.5305 0.1080 -2.5084 0.119
H -1.4999 -0.1285 0.9027 0.016
H -1.1498 1.1535 -0.0250 0.013
H 0.3096 2.7054 0.5136 0.122
N 0.6695 -1.3878 -0.6122 0.076
N -0.8130 -0.6534 -2.0366 0.060
S 0.5953 1.0056 1.4195 0.634
```

What should be chosen as the least stable of them? Choose R.

P.
Here is one molecule with the formula C6H10OS from OMol25. Energies are from ωB97M-V/def2-TZVPD.

Values from the calculation:
2S+1   1
Orbital gap   9.81 eV
HOMO energy   -9.046 eV
Charge   0
SMILES   C/C=C1/COC[C@H]1S

XYZ file:
```
18
Properties=species:S:1:pos:R:3:lowdin_charge:R:1
C 1.2575 -0.1907 2.1696 -0.078
C 0.2561 0.7053 1.4418 -0.097
C -0.1663 0.5121 0.2177 -0.300
C -1.0772 1.4028 -0.5747 -0.155
C -1.0941 -0.5975 -1.6838 -0.215
C 0.0429 -0.6890 -0.6521 -0.587
H 0.8195 -0.4097 3.1719 0.085
H 1.4259 -1.0923 1.6054 0.047
H 2.2000 0.2638 2.3737 0.062
H -0.1224 1.5034 2.0379 0.103
H -0.6780 2.4071 -0.7670 0.137
H -2.0296 1.4973 -0.0270 0.133
H -0.9070 -1.0966 -2.6220 0.115
H -2.0045 -1.0440 -1.2536 0.129
H -0.0055 -1.6259 -0.1316 0.095
H 1.6173 -1.7524 -2.1069 -0.107
O -1.2638 0.7906 -1.8414 -0.128
S 1.7292 -0.5843 -1.3579 0.760
```

Q.
Here is one molecule with the formula C6H10OS from OMol25. Energies are from ωB97M-V/def2-TZVPD.

Values from the calculation:
2S+1   1
Orbital gap   8.55 eV
HOMO energy   -8.578 eV
Charge   0
SMILES   S=C1CCCCOC1

XYZ file:
```
18
Properties=species:S:1:pos:R:3:lowdin_charge:R:1
C 1.5467 -0.2818 0.2496 -0.769
C 0.8643 0.8421 0.9956 -0.199
C -0.2710 1.4839 0.1312 -0.171
C -0.8969 0.5401 -0.8989 -0.183
C -1.4634 -0.7560 -0.3063 -0.215
C 0.7277 -1.5651 0.1421 -0.240
H 1.5966 1.5912 1.2716 0.094
H 0.4036 0.3953 1.9294 0.139
H 0.1294 2.3414 -0.4110 0.111
H -1.0181 1.8881 0.7726 0.098
H -1.7261 1.0661 -1.4247 0.126
H -0.1548 0.2791 -1.6609 0.108
H -1.7460 -1.4328 -1.1392 0.125
H -2.3819 -0.5434 0.2822 0.133
H 1.2012 -2.3271 0.7548 0.129
H 0.7607 -1.9289 -0.9039 0.130
O -0.6001 -1.4108 0.6029 -0.155
S 3.0280 -0.1815 -0.3871 0.740
```

What should be chosen as the least stable of them? Choose P.

P.
Here is one molecule with the formula C6H10OS from OMol25. Energies are from ωB97M-V/def2-TZVPD.

Values from the calculation:
2S+1   1
Orbital gap   9.51 eV
HOMO energy   -8.671 eV
Charge   0
SMILES   CS[C@@]1(C)CCC1=O

XYZ file:
```
18
Properties=species:S:1:pos:R:3:lowdin_charge:R:1
C -2.2829 0.6582 -0.0818 -0.357
C 0.2308 -0.4645 0.3281 -0.713
C -0.0959 -0.8371 1.7816 -0.066
C 1.5303 -1.1401 -0.3044 -0.144
C 1.9657 0.2518 -0.8093 -0.088
C 0.8872 0.8690 0.1119 -0.421
H -2.7651 1.0927 -0.9694 0.035
H -1.6787 1.3423 0.5356 0.035
H -2.9650 0.1574 0.6085 0.031
H -0.3958 -1.8793 1.8949 0.084
H 0.7718 -0.6787 2.4693 0.101
H -0.8588 -0.2004 2.1644 0.057
H 1.3556 -1.9405 -1.0636 0.113
H 2.1547 -1.5116 0.5098 0.107
H 2.9579 0.5771 -0.6017 0.096
H 1.7592 0.4298 -1.9043 0.136
O 0.6113 2.0055 0.4207 0.098
S -1.1649 -0.5910 -0.8229 0.896
```

Q.
Here is one molecule with the formula C6H10OS from OMol25. Energies are from ωB97M-V/def2-TZVPD.

Values from the calculation:
2S+1   1
Orbital gap   9.66 eV
HOMO energy   -8.854 eV
Charge   0
SMILES   C[C@@]1(S)CC=C[C@@H]1O

XYZ file:
```
18
Properties=species:S:1:pos:R:3:lowdin_charge:R:1
C 0.7715 -1.3270 1.0850 -0.100
C 0.7032 -0.2038 0.0016 -0.757
C -0.1771 -0.7554 -1.1625 -0.175
C -1.5576 -0.3573 -0.7207 -0.086
C -1.5494 0.5928 0.2025 -0.039
C -0.1300 0.9875 0.5883 -0.377
H 1.2935 -2.1833 0.6758 0.071
H -0.2296 -1.6747 1.3298 0.083
H 1.2866 -0.9755 1.9978 0.086
H 2.1013 1.6902 -0.4959 -0.110
H 0.0334 -0.2098 -2.0990 0.115
H -0.0820 -1.8457 -1.3361 0.122
H -2.4520 -0.8068 -1.1452 0.108
H -2.3913 1.0773 0.6516 0.105
H 0.0612 1.1193 1.6636 0.154
H -0.2436 2.2787 -0.8296 0.098
O 0.1708 2.2470 0.0349 -0.069
S 2.3909 0.3466 -0.4419 0.772
```

What should be chosen as the least stable of them? Choose P.

P.
Here is one molecule with the formula C4H4FN3O2 from OMol25. Energies are from ωB97M-V/def2-TZVPD.

Values from the calculation:
2S+1   1
Orbital gap   10.06 eV
HOMO energy   -10.475 eV
Charge   0
SMILES   [H]/N=C(\F)[C@@]1(O)C=NC(=O)N1

XYZ file:
```
14
Properties=species:S:1:pos:R:3:lowdin_charge:R:1
C 0.2820 0.1031 -1.4024 0.043
C 0.4067 0.1241 0.0859 -0.367
C -0.6009 1.9471 -0.7130 -0.594
C -0.2898 -1.2367 0.5227 -0.299
N -0.2439 1.2209 -1.7855 0.201
N -0.0704 1.3843 0.3782 0.179
N 0.0805 -1.9918 1.3701 0.217
O 1.7507 -0.1441 0.6451 0.085
O -1.3518 2.8855 -0.6397 0.119
F -1.3343 -1.5605 -0.3594 0.034
H 0.4898 -0.6192 -2.0917 0.114
H -0.4568 1.6753 1.2970 0.199
H -0.3340 -2.9238 1.6111 0.135
H 1.6723 -0.8641 1.0818 -0.063
```

Q.
Here is one molecule with the formula C4H4FN3O2 from OMol25. Energies are from ωB97M-V/def2-TZVPD.

Values from the calculation:
2S+1   1
Orbital gap   9.87 eV
HOMO energy   -10.786 eV
Charge   0
SMILES   N[C@]1(F)C=NC(=O)NC1=O

XYZ file:
```
14
Properties=species:S:1:pos:R:3:lowdin_charge:R:1
C -0.0661 1.2213 0.5204 -0.030
C 0.1575 -1.0264 -0.3132 -0.366
C -1.3224 -0.4260 1.5731 -0.494
C 0.2147 0.4466 -0.7348 -0.445
N -0.8134 0.8758 1.4862 0.174
N -0.8289 -1.3524 0.6067 0.191
N 1.5748 0.8387 -1.1726 0.121
O 0.9409 -1.8123 -0.8059 0.109
O -1.9108 -0.8345 2.5259 0.137
F -0.7875 0.5639 -1.6991 0.057
H 0.3483 2.2691 0.5023 0.146
H -1.0511 -2.3361 0.9441 0.198
H 1.9606 -0.0527 -1.6420 0.123
H 1.5834 1.6251 -1.7913 0.080
```

What should be chosen as the least stable of them? Choose P.